Entry 1:
The following is a quantum chemistry calculation of C19H28ClIN5OS6SbV as an isolated structure, from OMol25.

Geometry as ORCA input:
```
! wB97M-V def2-TZVPD RIJCOSX def2/J DEFGRID3
* xyz 1 1
V -0.471 -0.246 0.010
Cl -0.883 6.433 1.777
C -0.689 4.716 1.766
C -0.392 4.059 2.924
C -0.224 2.657 2.947
I 0.190 1.726 4.757
C -0.325 1.927 1.790
O -0.171 0.617 1.676
C -0.660 2.616 0.599
N -0.790 1.811 -0.491
C -1.181 2.343 -1.631
C -1.416 3.721 -1.765
C -1.249 4.549 -0.690
C -0.863 4.000 0.553
H -0.294 4.624 3.842
H -1.336 1.670 -2.464
H -1.742 4.101 -2.722
H -1.435 5.612 -0.770
S -3.676 0.127 -3.119
Sb -2.752 -1.495 -1.935
S -0.247 -0.875 -2.004
S -2.526 -0.604 0.417
S -2.850 -3.683 -1.785
N 2.054 -1.034 2.707
C 0.962 -1.711 2.434
N 0.148 -2.126 3.388
S 0.637 -2.176 0.775
H 2.212 -0.661 3.631
H 2.530 -0.590 1.925
H 0.253 -1.835 4.348
H -0.670 -2.655 3.130
C 4.806 3.597 -2.948
C 4.047 3.108 -4.179
C 2.529 3.035 -4.011
C 2.060 2.110 -2.892
N 2.137 2.795 -1.597
C 2.374 2.201 -0.425
S 2.282 0.501 -0.257
N 2.681 2.995 0.603
C 3.107 2.542 1.925
C 3.406 3.733 2.827
C 4.777 4.374 2.624
C 5.016 4.966 1.239
H 5.869 3.699 -3.166
H 4.714 2.902 -2.110
H 4.446 4.578 -2.622
H 4.416 2.118 -4.462
H 4.266 3.765 -5.022
H 2.083 2.687 -4.944
H 2.120 4.041 -3.847
H 2.681 1.215 -2.839
H 1.037 1.776 -3.069
H 2.262 3.797 -1.645
H 2.745 3.989 0.435
H 3.990 1.906 1.817
H 2.313 1.934 2.358
H 3.325 3.389 3.861
H 2.612 4.482 2.705
H 5.549 3.629 2.839
H 4.897 5.158 3.374
H 5.030 4.199 0.461
H 5.976 5.480 1.199
H 4.247 5.703 0.984
*
```

Results
* highest occupied orbital energy (alpha / beta): -11.09 / -11.08 eV
* E_tot: -5421.033686 hartree
* Kohn-Sham gap (alpha / beta): 6.349 / 6.336 eV

Here are the natural (NBO) charges for atoms 1 to 2, given in e: 0.3382, 0.0434


Entry 2:
The following is a quantum chemistry calculation of C19H28ClN5O8S2Sr as an isolated structure, from OMol25.

Geometry as ORCA input:
```
! wB97M-V def2-TZVPD RIJCOSX def2/J DEFGRID3
* xyz 0 1
Sr -0.619 -1.048 0.465
O -0.736 2.333 -1.883
Cl 0.164 1.260 -1.625
O 1.361 1.371 -2.382
O 0.485 1.221 -0.184
O -0.495 -0.023 -1.903
C -3.764 -1.776 3.057
N -4.518 -1.874 1.817
C -5.495 -2.952 1.763
C -6.326 -2.847 0.502
C -5.403 -2.752 -0.694
N -4.476 -1.645 -0.514
C -3.801 -1.150 -1.706
C -3.947 -1.360 0.697
O -2.966 -0.584 0.796
H -4.453 -1.917 3.888
H -3.305 -0.796 3.139
H -2.984 -2.543 3.105
H -6.129 -2.870 2.648
H -4.978 -3.915 1.803
H -6.960 -1.958 0.546
H -6.972 -3.720 0.411
H -5.972 -2.561 -1.604
H -4.848 -3.687 -0.829
H -4.535 -1.084 -2.509
H -2.994 -1.817 -2.016
H -3.393 -0.161 -1.525
N 0.448 -9.461 -1.362
C 0.028 -8.207 -0.957
C 0.209 -7.096 -1.785
C -0.251 -5.851 -1.401
C -0.903 -5.703 -0.185
C -1.095 -6.800 0.647
C -0.635 -8.042 0.265
S -1.414 -4.122 0.372
O -1.276 -3.215 -0.777
O -2.747 -4.223 0.910
N -0.451 -3.635 1.525
C 0.900 -3.609 1.284
S 1.938 -4.998 1.416
C 3.300 -4.010 1.064
C 2.906 -2.731 0.883
N 1.556 -2.504 1.008
H 1.158 -9.488 -2.074
H 0.581 -10.146 -0.637
H 0.713 -7.216 -2.737
H -0.109 -4.987 -2.036
H -1.607 -6.672 1.593
H -0.791 -8.900 0.908
H 4.296 -4.413 1.003
H 3.558 -1.904 0.644
C 0.318 2.372 2.822
C 1.530 1.434 2.982
C 0.896 0.122 3.416
O -0.350 0.090 2.709
C -0.890 1.422 2.791
H 0.387 2.946 1.901
H 0.236 3.067 3.656
H 2.257 1.802 3.704
H 2.030 1.302 2.022
H 0.694 0.104 4.493
H 1.458 -0.769 3.142
H -1.489 1.494 3.703
H -1.542 1.569 1.931
*
```

Results
* highest occupied orbital energy: -8.49 eV
* E_tot: -2903.729913 hartree
* Kohn-Sham gap: 8.903 eV

Here are the natural (NBO) charges for atoms 1 to 2, given in e: 1.8321, -0.8100


Entry 3:
The following is a quantum chemistry calculation of C19H28FIrO2 as an isolated structure in a non-equilibrium geometry, from OMol25.

Geometry as ORCA input:
```
! wB97M-V def2-TZVPD RIJCOSX def2/J DEFGRID3
* xyz 0 5
O -1.247 1.655 -1.988
C -0.120 2.231 -1.238
C -0.895 3.464 -0.785
H 0.744 2.425 -1.892
H 0.144 1.551 -0.415
C -2.017 2.850 -1.674
H -0.488 4.408 -1.153
H -1.105 3.471 0.289
C -2.234 3.685 -2.916
H -1.274 3.887 -3.408
H -2.687 4.643 -2.641
H -2.902 3.166 -3.608
C -3.299 2.500 -0.947
H -3.113 1.897 -0.049
H -3.961 1.933 -1.610
H -3.820 3.416 -0.644
Ir 0.827 -1.015 1.816
C 1.492 0.515 3.076
C 2.649 -0.310 2.911
C 2.992 -0.301 1.515
H 3.142 -0.861 3.698
C 2.124 0.600 0.838
C 1.163 1.085 1.786
H 0.364 1.795 1.588
H 0.985 0.735 4.003
H 3.781 -0.874 1.048
H 2.175 0.891 -0.206
C -0.376 -1.739 3.467
C -1.016 -0.647 2.761
C -1.318 -1.097 1.429
H -1.250 0.337 3.151
C -0.975 -2.496 1.363
C -0.391 -2.883 2.593
H 0.053 -3.850 2.807
H 0.011 -1.705 4.479
H -1.784 -0.499 0.649
H -1.141 -3.134 0.504
O 0.956 -1.690 -0.296
C -0.041 -1.399 -1.349
C 0.471 -1.975 -2.646
H -0.188 -0.312 -1.392
H -0.996 -1.865 -1.077
C 1.597 -2.941 -2.270
H 0.838 -1.146 -3.264
H -0.337 -2.467 -3.201
C 1.938 -2.678 -0.818
H 2.483 -2.790 -2.894
H 1.281 -3.986 -2.364
H 2.923 -2.211 -0.684
H 1.859 -3.577 -0.193
F 1.986 -2.692 1.854
*
```

Results
* highest occupied orbital energy (alpha / beta): -4.88 / -8.55 eV
* E_tot: -1095.128128 hartree
* Kohn-Sham gap (alpha / beta): 5.509 / 8.675 eV
* expectation value of S²: 6.018

Here are the natural (NBO) charges for atoms 1 to 2, given in e: -0.5609, -0.0770


Entry 4:
The following is a quantum chemistry calculation of the molecule C19H28N2O2, from OMol25.

Geometry as ORCA input:
```
! wB97M-V def2-TZVPD RIJCOSX def2/J DEFGRID3
* xyz 0 1
C 6.673 1.530 -0.214
O 6.382 0.192 0.111
C 5.092 -0.231 0.040
C 4.008 0.561 -0.327
C 2.739 0.014 -0.360
C 2.502 -1.322 -0.036
C 1.142 -1.828 -0.086
C 0.743 -3.084 0.135
C -0.658 -3.558 0.030
O -0.924 -4.708 -0.277
N -1.602 -2.639 0.329
C -3.013 -2.877 0.165
C -3.659 -1.774 -0.674
C -3.629 -0.409 0.027
N -2.275 0.110 0.166
C -1.983 0.788 1.413
C -2.431 2.253 1.538
C -1.523 3.208 0.763
C -1.857 3.356 -0.727
C -2.447 2.110 -1.392
C -1.763 0.787 -1.013
C 3.603 -2.104 0.332
C 4.869 -1.571 0.369
H 6.162 2.227 0.458
H 7.749 1.636 -0.090
H 6.404 1.760 -1.250
H 4.140 1.599 -0.588
H 1.910 0.644 -0.651
H 0.403 -1.081 -0.349
H 1.450 -3.876 0.331
H -1.362 -1.673 0.506
H -3.125 -3.852 -0.319
H -3.498 -2.921 1.149
H -4.700 -2.039 -0.863
H -3.148 -1.711 -1.635
H -4.055 -0.527 1.027
H -4.285 0.277 -0.527
H -0.896 0.751 1.559
H -2.438 0.203 2.217
H -3.468 2.360 1.216
H -2.388 2.516 2.598
H -1.571 4.199 1.220
H -0.493 2.861 0.876
H -2.573 4.171 -0.857
H -0.945 3.645 -1.255
H -2.379 2.241 -2.474
H -3.509 2.042 -1.152
H -1.858 0.088 -1.848
H -0.696 0.969 -0.854
H 3.462 -3.140 0.592
H 5.718 -2.172 0.653
*
```

Results
* highest occupied orbital energy: -8.11 eV
* SMILES string: COc1ccc(/C=C/C(=O)NCCCN2CCCCCC2)cc1
* E_tot: -1000.768750 hartree
* Kohn-Sham gap: 8.705 eV

Here are the natural (NBO) charges for atoms 1 to 2, given in e: -0.2524, -0.4890